Entry 1:
Here is a molecular structure, C30H61N6O13Y from the OMol25 dataset. Energies are from the ωB97M-V functional and the def2-TZVPD basis.

ORCA input file:
```
! RIJCOSX wB97M-V def2-TZVPD def2/J DEFGRID3
* xyz 1 2
Y 0.03706 -2.07304 2.81054
O 1.35906 4.20744 -1.64872
O -3.37695 -1.91464 -3.47659
O 1.26188 7.14441 -1.43025
O 0.53157 -0.92514 0.84682
O 4.35354 6.81567 2.02773
O -2.85606 -1.59619 -6.57478
O 3.69635 4.15671 2.47772
O -5.19418 2.59936 -2.86746
O 1.47048 -0.49032 3.84711
O 2.12143 -3.09325 2.86403
O -1.42576 -0.42740 3.31985
O -2.07242 -2.73638 2.05517
O 0.20046 -4.00862 1.24893
N 1.37640 -5.03653 -0.35260
N 3.26596 0.85389 3.98120
N -3.32641 2.91031 -1.68148
N 4.22008 -3.73831 2.16497
N -2.15445 1.72437 3.01233
N -3.45785 -1.86777 0.37046
C 3.57978 0.78701 2.50989
C 2.11294 -3.89380 -0.78102
C 4.14498 1.68389 4.87294
C -3.82075 4.09877 -0.96649
C 2.88102 6.96977 0.27521
C -2.07385 -1.62125 -3.78374
C 2.44463 4.26071 0.52523
C -3.21618 2.74978 3.00480
C -4.04648 -1.96449 -5.95046
C 0.78543 -0.28544 -0.34461
C 5.26634 -4.73528 1.97734
C -4.29661 -1.43692 -4.50495
C -1.84598 2.59596 -1.44736
C 0.43032 -4.99862 0.57326
C -3.16634 -0.49823 -7.49624
C 3.53771 6.26780 1.34225
C 2.18193 0.06319 -0.66798
C -4.61964 -2.18205 -0.46371
C 1.85965 4.87425 -0.70126
C 1.49601 -6.22529 -1.23663
C 3.17030 4.89694 1.44639
C 3.03752 -3.92617 2.76119
C -2.25337 0.50588 3.56253
C 4.58730 -2.43502 1.48650
C -4.03299 2.33918 -2.65281
C -3.07471 -0.43848 0.41473
C 2.08666 6.32775 -0.64338
C 2.16698 0.22555 4.53251
C -0.91206 2.06546 2.17441
C -2.92042 -2.88237 1.12530
H -5.52701 -1.84573 0.03795
H 1.67062 -3.40615 -1.64972
H 0.41846 -0.87188 -1.18694
H 4.77394 -2.60598 0.42629
H -4.87472 -2.01308 -6.65740
H 4.86497 -5.73198 2.16060
H -0.14124 1.57758 2.77100
H -4.20449 2.42103 3.32613
H 3.07145 1.68203 2.15124
H -0.82110 1.70828 1.14862
H -1.95432 -0.70914 -4.36842
H -3.54477 0.32458 -6.88972
H 2.20868 -3.21446 0.06600
H 3.03240 -0.00857 2.00438
H 2.84824 -0.79872 -0.63266
H -4.83424 -3.22046 -0.71619
H -3.96060 -3.02447 -5.71133
H -0.04278 -5.98986 0.64952
H -3.56001 -3.77279 1.02388
H -2.94941 3.55253 3.69222
H 5.54624 -2.12692 1.90315
H -1.56921 2.66360 -0.39526
H -1.24934 3.41235 -1.85432
H 0.96738 -6.18226 -2.18889
H -3.18417 0.08995 1.36177
H 1.95262 0.48429 5.58099
H 2.24692 3.20904 0.67120
H 1.16281 -7.12542 -0.72006
H -5.33580 -1.67631 -4.27935
H -3.21977 4.96179 -1.25301
H -4.87246 4.38261 -1.00416
H 0.35322 0.71477 -0.31523
H -3.45086 1.57763 -3.19446
H 4.11923 4.67531 3.16606
H 2.95771 -4.96004 3.13122
H -0.69482 3.13355 2.16649
H -1.70617 -2.54156 -4.23754
H 5.13452 1.22909 4.91864
H -3.13662 0.33565 4.19744
H 2.18962 0.56426 -1.63595
H -2.00392 -0.32322 0.24678
H 5.44614 -4.79439 0.90390
H -1.55834 1.66082 -1.92787
H -3.56064 0.16592 -0.35121
H 4.20299 2.69764 4.47665
H -2.21452 -0.20293 -7.93777
H 4.63337 0.66882 2.25676
H -1.51655 -1.50773 -2.85389
H 6.18708 -4.62198 2.54961
H 2.92213 8.04893 0.26336
H 3.82072 1.78812 5.90836
H 3.16752 -4.15621 -0.86537
H -3.37280 3.22527 2.03656
H 2.58626 0.82835 -0.00530
H 3.78468 -1.69786 1.50877
H 2.54776 -6.41075 -1.45463
H -4.61473 -1.66546 -1.42350
H -3.89512 -0.52559 -8.30632
H -4.28075 -0.35053 -4.41778
H -3.54137 3.87236 0.06249
H 1.05466 6.73317 -2.27261
*
```

Summary:
lowest unoccupied orbital energy (alpha / beta): -3.29 / -3.29 eV
HOMO energy (alpha / beta): -6.2 / -8.4 eV

Entry 2:
Here is 2 unconnected molecules or ions with the total composition C7H17N2S from the OMol25 dataset. Energies are from the ωB97M-V functional and the def2-TZVPD basis.

ORCA input file:
```
! RIJCOSX wB97M-V def2-TZVPD def2/J DEFGRID3
* xyz 1 1
S -1.85892 1.07406 -1.38429
N -2.96843 -0.93545 0.16075
N 0.97607 0.70356 -0.21826
C 1.07106 -0.76777 -0.24723
C -2.53034 -0.08199 -0.54873
C 1.21028 1.08232 1.24696
C 0.03796 2.04843 1.53940
C -3.03837 -2.28673 0.63209
C 1.88253 1.36326 -1.08816
C 0.68395 -1.46788 -1.53958
H 1.94924 2.43855 -1.06721
H 0.03724 1.11819 -0.49465
H -0.34844 -1.81584 -1.24861
H 1.32836 -2.36726 -1.81183
H -0.86930 2.12278 0.85196
H 2.16369 1.53963 1.53074
H 1.85618 1.07264 -2.17474
H -0.20280 1.82883 2.51396
H 0.49470 3.02643 1.57583
H -2.24190 -2.41286 1.32096
H 1.14247 0.21809 1.90249
H 0.45300 -1.09031 0.56448
H 2.12580 -1.01659 -0.09497
H 2.88551 0.93129 -0.69810
H 0.64160 -0.77951 -2.42657
H -3.08478 -3.05102 -0.12507
H -3.79636 -2.49486 1.32837
*
```

Summary:
lowest unoccupied orbital energy: -2.58 eV
relative energy (zero: lowest compared OMol25 entry of this formula, charge and spin): 54.3 kcal per mole
HOMO energy: -13.0 eV

Entry 3:
Here is C26H24N2OS in the gas phase from the OMol25 dataset. Energies are from the ωB97M-V functional and the def2-TZVPD basis.

ORCA input file:
```
! RIJCOSX wB97M-V def2-TZVPD def2/J DEFGRID3
* xyz 0 1
S 0.26569 -2.06042 -0.27334
O 2.82699 0.97237 2.61267
N 1.50555 -0.19848 1.22702
N 0.35075 0.46879 -0.74436
C -0.08535 -3.44430 4.58338
C 1.74718 2.23623 0.89102
C -0.24603 3.62524 0.29163
C 2.22713 -3.57281 3.60175
C -0.50101 -1.44563 -1.71360
C -0.33888 -0.09162 -1.78330
C 1.76409 -1.35650 2.03599
C -0.85469 0.79066 -2.83315
C -0.27888 -3.29005 -3.38483
C 2.99876 -1.98213 1.97816
C -1.68904 2.69054 2.45363
C 0.98844 -2.94744 3.66538
C -0.71233 0.48160 -4.18272
C -1.98581 2.82563 -3.43907
C 0.33152 2.69248 1.14388
C 0.74368 -0.40250 0.11032
C -1.85203 2.50757 -4.78068
C 3.22329 -3.09409 2.76929
C -1.23384 -2.36967 -2.62282
C -1.21147 1.33639 -5.14874
C -0.39920 2.23802 2.23325
C -1.53062 4.08639 0.51767
C -2.25951 3.61468 1.59637
C 2.09239 0.98503 1.65145
C 0.76732 -1.82778 2.87451
C -1.49054 1.97435 -2.46984
H 0.29546 -3.89528 -2.68667
H 2.41412 -4.44317 4.21379
H 0.31489 3.98760 -0.55752
H -0.10498 -2.84105 5.49127
H -2.48047 3.74048 -3.14707
H 0.09282 -4.47845 4.86660
H -1.59171 2.21202 -1.42243
H -1.82744 -1.77823 -3.32286
H 4.18144 -3.59020 2.73483
H 3.76782 -1.59558 1.32777
H -0.83780 -3.95173 -4.04183
H -1.96627 4.81271 -0.15334
H 0.04292 1.53389 2.92375
H -2.24804 2.32330 3.30224
H -1.06223 -3.36947 4.11070
H -1.09487 1.08965 -6.19416
H -1.91735 -2.98416 -2.03037
H 0.41711 -2.70957 -3.98651
H -2.24033 3.17267 -5.53799
H -0.18624 -1.31955 2.90580
H 1.88337 2.07489 -0.17923
H 2.43877 3.01376 1.22974
H -0.18940 -0.41571 -4.47726
H -3.26510 3.96864 1.76981
*
```

Summary:
lowest unoccupied orbital energy: 0.60 eV
SMILES string: CCc1sc(N(C(=O)Cc2ccccc2)c2cccc(C)c2)nc1-c1ccccc1
HOMO energy: -8.0 eV

Entry 4:
Here is 2 unconnected molecules or ions with the total composition CHF3N2 from the OMol25 dataset. Energies are from the ωB97M-V functional and the def2-TZVPD basis.

ORCA input file:
```
! RIJCOSX wB97M-V def2-TZVPD def2/J DEFGRID3
* xyz 0 1
F 1.62206 1.19244 1.02416
F 1.10512 1.01242 -1.08130
F -0.71836 -0.70516 1.75485
N -1.31178 -0.66801 -0.63980
N 1.39135 0.22457 0.06517
C -0.76279 -0.52463 0.45512
H -1.32560 -0.53162 -1.57820
*
```

Summary:
lowest unoccupied orbital energy (alpha / beta): -0.10 / -0.20 eV
relative energy (zero: lowest compared OMol25 entry of this formula, charge and spin): 196.0 kcal per mole
HOMO energy (alpha / beta): -9.2 / -8.4 eV

Entry 5:
Here is 8 unconnected molecules or ions with the total composition C52H99BN11O6P from the OMol25 dataset. Energies are from the ωB97M-V functional and the def2-TZVPD basis.

ORCA input file:
```
! RIJCOSX wB97M-V def2-TZVPD def2/J DEFGRID3
* xyz 0 1
P -0.07202 -4.76454 -2.48703
O -5.66796 -1.81551 -0.79397
O 0.14150 -2.03434 -2.79387
O -1.18211 -5.33733 -1.26520
O 0.20001 0.01608 -0.29525
O 1.47982 -4.51293 -1.68693
O -1.74299 2.21583 -2.32772
N 4.81515 0.32887 2.76572
N 1.92097 3.72409 3.00161
N 2.62359 1.42905 -8.30320
N 1.78948 -0.84620 6.91668
N 2.60436 0.77266 -0.86790
N -1.37054 -5.27557 -6.36623
N 6.68263 4.25842 5.73637
N 0.02397 -5.87045 -3.66467
N -2.60581 -5.69604 7.37872
N -5.43086 5.87599 -6.95386
N 1.47375 5.76857 -6.05945
C 2.90160 4.86150 2.64881
C -2.12367 -8.96457 -5.71752
C -0.55951 -0.47220 1.98619
C 1.96514 2.16067 -7.15436
C 0.15765 0.32666 -1.69057
C -3.14344 -8.38967 -6.69544
C -5.96598 -0.45571 -1.33671
C -0.64436 -0.22467 -4.29814
C -3.56433 -1.24084 0.59165
C -6.13042 5.25609 -4.33478
C -0.53653 -0.69568 -2.73535
C 5.67242 -0.62079 6.12911
C 4.90424 0.56168 5.53539
C 9.08557 3.09720 4.95490
C -6.81899 6.45812 -3.68532
C 4.85553 0.43439 4.02158
C -0.85868 -0.69545 0.34334
C -0.77898 -3.09359 -3.19988
C -3.30537 -6.31594 9.99780
C 0.39785 6.13774 -6.60361
C 1.77156 0.47434 -2.13297
C 9.30342 3.31825 3.45674
C -3.10217 -3.87756 10.70189
C -0.79047 -2.36470 0.22517
C -2.11247 4.50409 -6.42944
C 2.35433 6.30076 3.23616
C 5.02727 -1.96631 5.81266
C 0.56587 3.23033 -1.44923
C 0.96829 5.80703 3.96924
C 0.42395 1.64045 -6.82856
C 0.67521 -3.38532 6.70559
C 1.29633 -3.93303 9.11328
C 1.28425 -1.99753 6.82101
C 7.77218 3.73187 5.38199
C -5.92722 7.69447 -3.63069
C -2.52037 -7.42428 -7.70570
C -4.20382 -1.96031 -0.77118
C -0.89901 6.58284 -7.25955
C -2.39689 -0.16734 0.18233
C 0.31679 -0.02538 -6.74784
C -1.89189 -6.24989 -6.97356
C 1.39160 1.11583 3.00166
C -3.99394 -5.11391 10.64726
C -5.74805 5.59494 -5.76627
C 0.72900 4.18468 3.82897
C -2.92300 -5.97709 8.56631
C 8.20531 2.69678 2.59958
C -0.13251 1.06891 2.34947
C 0.18001 -3.84820 8.07721
C 2.31083 2.36370 2.46768
C 0.72341 -0.50467 -5.19739
C -2.09100 6.02859 -6.47674
B -0.35748 1.92240 -1.81571
H -5.39719 0.39701 -0.73036
H 0.31937 -1.19298 2.27915
H -0.86558 -2.88086 1.29599
H 2.96207 0.52578 -7.89377
H 10.26760 2.88600 3.16738
H -7.12367 -0.19070 -1.24060
H 3.46887 2.19595 2.70376
H -2.40399 -6.59101 10.55630
H -3.97962 -7.17883 9.99527
H -6.80467 4.39320 -4.33731
H 9.35467 4.39288 3.24283
H -4.90928 -4.86671 10.09567
H 0.11969 2.16346 -5.81663
H 8.13294 1.61755 2.77639
H 1.01539 3.22420 -0.36887
H -2.14345 4.08051 -7.43981
H -1.86496 -3.02844 -2.77419
H 7.22864 3.14613 2.80548
H -0.85522 1.41006 3.23673
H 9.06076 2.02671 5.18621
H -2.16709 2.82503 -1.64123
H -0.28625 -4.83435 7.97560
H -3.62167 -9.21405 -7.23573
H 3.90949 4.74168 2.03422
H -0.36425 2.03500 -7.63356
H -1.47017 -0.93092 -4.79729
H 8.41733 2.85471 1.53735
H 1.91078 1.31163 -2.96331
H -2.51488 0.74784 0.94083
H 1.86753 3.32999 -7.37145
H -1.55573 -2.80091 -0.54261
H 0.90175 -4.29461 10.06816
H 2.82778 7.38250 3.12929
H -6.44970 8.51811 -3.13385
H -1.23379 4.10315 -5.91430
H -0.93659 7.67714 -7.27600
H -2.99524 4.15326 -5.88552
H -3.83223 -3.08851 -0.89099
H -0.77091 -3.21821 -4.37829
H 2.55050 2.08766 -6.12902
H 9.90496 3.54855 5.52418
H 0.32223 -2.58682 -0.14515
H -5.65463 8.04096 -4.63260
H 5.39817 1.50210 5.80150
H -0.91990 6.22678 -8.29534
H -5.00580 7.48943 -3.07376
H -4.46598 -0.59685 1.03639
H -2.82959 -3.53107 9.69998
H -4.29432 -5.38077 11.66647
H -1.32706 -9.49735 -6.24928
H 2.21952 -0.50695 -2.57379
H 3.21368 -0.04520 -0.63681
H 1.42826 -4.07818 6.31454
H -3.62465 -3.05392 11.19872
H -1.22088 -6.33955 -1.28489
H -0.30263 1.84861 1.49043
H -0.13085 3.48798 4.23686
H -3.27683 -2.00465 1.42858
H 1.08143 -0.55096 -7.46262
H -1.52441 -0.83307 2.58945
H 5.59323 -2.77833 6.28015
H 1.98918 0.12625 2.76300
H -1.02533 0.85974 -4.49272
H -1.64038 -0.90518 -2.38160
H -0.59319 -3.16230 8.44451
H 3.88188 0.59226 5.92773
H -0.09164 4.21847 -1.54829
H -2.67866 0.26437 -0.86915
H -5.69510 -0.33459 -2.46874
H -2.60797 -9.66942 -5.03425
H 1.75011 -2.95451 9.29974
H 2.23246 2.41563 1.28405
H 1.63103 0.17785 -4.89967
H -1.75231 -7.93175 -8.29953
H 3.21670 1.60305 -1.12835
H 1.28808 1.21401 4.18445
H -0.15842 -3.35433 5.99617
H -7.11937 6.19126 -2.66611
H 1.45939 3.38698 -2.22364
H 3.99867 -2.00652 6.18893
H -2.18075 -4.08260 11.25881
H 0.27282 6.57713 4.51429
H 6.70190 -0.62344 5.75049
H 5.00842 -2.16240 4.73591
H -3.01897 6.38292 -6.93886
H -7.73433 6.70532 -4.23690
H -3.28824 -7.05121 -8.39155
H 1.00275 -1.64732 -5.26800
H -0.74880 -0.42640 -7.02200
H 1.43863 -5.17881 -0.91284
H -5.22904 4.98102 -3.77628
H 5.72959 -0.50105 7.21659
H 1.86300 1.28328 -9.00961
H -3.92966 -7.87740 -6.12743
H -2.07404 6.41493 -5.45027
H -0.28521 -5.41580 -4.55224
H -3.78639 -1.40871 -1.74372
H -1.66542 -8.18191 -5.10461
H 2.08356 -4.62199 8.78645
*
```

Summary:
lowest unoccupied orbital energy: 0.16 eV
SMILES string: COCCC[C@](C)(CCCCn1cccc1)O[C@](CN)(B(C)O)[C@@H](CCCCCN)OCP(=N)(O)O.CCCC#N.CCCC#N.CCCC#N.CCCC#N.CCCC#N.CCCC#N.CCCC#N
HOMO energy: -7.1 eV

Entry 6:
Here is 3 unconnected molecules or ions with the total composition C16H12F25N4O4S from the OMol25 dataset. Energies are from the ωB97M-V functional and the def2-TZVPD basis.

ORCA input file:
```
! RIJCOSX wB97M-V def2-TZVPD def2/J DEFGRID3
* xyz 1 1
S -2.04377 3.16120 -0.94826
F -5.27876 1.93417 -0.11539
F 2.04343 0.10475 2.00588
F -1.37595 -0.85750 0.34799
F 1.43129 -1.39251 -2.61239
F -2.87555 4.07077 -3.19077
F 4.53635 0.85452 2.74431
F 5.06693 -2.57054 4.72092
F -6.29220 0.34748 -3.02250
F 7.08690 -3.18676 3.04659
F -4.21320 0.63655 -1.49781
F -3.84554 -3.35222 0.39925
F -7.35599 2.05230 -2.13971
F 7.04842 -2.01957 5.44437
F -5.24062 3.02172 -3.34962
F -6.97231 0.26798 -0.96920
F 0.63051 -2.50164 -0.92294
F -2.42055 -1.78042 2.01774
F 5.87302 -1.61122 2.16477
F -2.67395 1.92367 -3.17209
F -1.17529 -0.86229 -2.46789
F 3.06293 -1.62307 2.86345
F -1.69652 -3.68797 0.25729
F -0.69133 -2.14158 -4.14277
F 2.99914 1.67391 4.02686
F -4.91231 3.98226 -1.42057
O -1.93962 4.51887 -0.56471
O 4.21649 0.03920 4.83509
O -2.44015 2.22605 0.04079
O -1.69543 -3.06677 -2.41993
N 0.00799 2.60042 -2.81375
N 2.42398 0.94244 -0.96740
N 0.37547 1.98369 -0.73825
N 1.22001 1.97310 -2.78957
C -4.63408 2.90374 -2.16703
C -2.50858 -1.50875 0.69936
C -0.44732 2.55737 -1.56873
C 2.55911 -0.41784 3.15868
C -2.68297 -2.82761 -0.06817
C 3.63518 0.53076 3.69479
C -6.48696 1.07445 -1.92465
C -3.10465 2.96890 -2.45118
C 1.42003 1.61374 -1.51240
C 5.60536 -0.27661 4.94190
C -5.12105 1.62955 -1.40313
C 6.72424 -1.89312 3.17557
C 0.61720 -2.42692 -2.26049
C -0.78504 -2.11802 -2.79541
C 6.07713 -1.69289 4.55079
C -2.83536 -2.77310 -1.60439
H -3.33744 -1.86163 -1.92697
H -3.36460 -0.84816 0.53711
H 1.80551 1.79925 -3.59038
H 6.22976 0.49604 4.49482
H 0.99946 -3.36430 -2.66682
H 7.61748 -1.27081 3.07527
H 1.75534 -0.54229 3.88532
H 3.32187 0.86618 -1.40644
H 2.23240 0.53079 -0.06905
H -3.51920 -3.58669 -1.83825
H -0.44280 2.99779 -3.62359
H 5.78615 -0.22080 6.01364
*
```

Summary:
lowest unoccupied orbital energy: -3.85 eV
HOMO energy: -13.7 eV

no.,E_tot (a.u.)
1,-2524.42731
2,-784.29845
3,-1588.14566
4,-447.54377
5,-3459.96957
6,-4031.44889